ORCA calculation (the ωB97M-V functional and the def2-TZVPD basis) on a structure of composition C31H42Cl2MnNO2P3.

Output
* HOMO level (alpha / beta): -13.9 / -14.2 eV
* E_LUMO (alpha / beta): -7.23 / -5.42 eV

Geometry as ORCA input:
```
! RIJCOSX wB97M-V def2-TZVPD def2/J DEFGRID3
* xyz 2 4
P 1.190 1.145 -1.635
C 2.936 1.388 -1.993
C 3.530 0.838 -3.142
H 2.952 0.182 -3.794
C 4.858 1.140 -3.449
H 5.311 0.714 -4.345
C 5.599 1.988 -2.618
H 6.633 2.232 -2.870
C 5.012 2.522 -1.465
H 5.584 3.183 -0.811
C 3.687 2.219 -1.144
H 3.228 2.630 -0.244
C 0.595 -0.236 -2.610
C 1.187 -1.497 -2.400
H 2.053 -1.584 -1.737
C 0.668 -2.620 -3.044
H 1.097 -3.604 -2.833
C -0.368 -2.477 -3.969
H -0.750 -3.354 -4.499
C -0.906 -1.215 -4.234
H -1.690 -1.095 -4.984
C -0.445 -0.093 -3.543
H -0.862 0.896 -3.746
C 0.315 2.657 -2.050
C 0.645 3.333 -3.241
H 1.433 2.935 -3.886
C -0.027 4.504 -3.587
H 0.233 5.020 -4.514
C -1.028 5.011 -2.752
H -1.563 5.921 -3.033
C -1.340 4.359 -1.555
H -2.122 4.744 -0.899
C -0.651 3.199 -1.184
H -0.848 2.730 -0.215
Mn 0.125 -0.463 2.720
C -1.700 -1.330 2.330
C -2.077 -1.371 1.050
H -2.323 -1.718 3.153
C -1.192 -0.622 0.047
O -2.058 0.374 -0.538
H -1.545 0.988 -1.101
C 0.036 -0.032 0.672
H -0.854 -1.318 -0.750
C 0.947 0.747 0.108
Cl -0.329 -1.149 4.832
Cl 2.155 0.505 3.116
P 1.485 -2.533 2.554
C 2.378 -3.015 4.063
H 1.660 -3.354 4.819
H 2.913 -2.139 4.448
H 3.091 -3.815 3.824
C 0.448 -3.962 2.132
H -0.029 -3.792 1.158
H -0.338 -4.064 2.892
H 1.058 -4.874 2.094
C 2.759 -2.483 1.265
H 3.278 -1.519 1.324
H 2.295 -2.583 0.276
H 3.470 -3.303 1.430
P -3.660 -2.091 0.493
C -4.336 -3.138 1.776
C -3.238 -3.012 -0.986
H -4.520 -2.553 2.686
H -3.646 -3.958 2.011
H -5.286 -3.559 1.420
H -2.865 -2.332 -1.763
H -4.131 -3.537 -1.349
H -2.455 -3.745 -0.747
C -4.754 -0.718 0.134
H -4.853 -0.092 1.029
H -5.741 -1.094 -0.167
H -4.303 -0.116 -0.664
H 1.688 1.208 0.771
C -1.845 3.845 4.171
C -0.939 2.661 3.957
N -0.133 2.371 4.998
O -0.938 2.013 2.892
H -2.371 3.771 5.128
H -2.569 3.889 3.357
H -1.259 4.770 4.184
H 0.507 1.587 4.941
H -0.150 2.937 5.833
*
```

Löwdin atomic charge list, values in e, 4 entries: 1.096, -0.309, -0.072, 0.109